Formula: C25H42BMnO29
Source: the OMol25 dataset
Level of theory: ωB97M-V/def2-TZVPD

Geometry as ORCA input:
```
! wB97M-V def2-TZVPD RIJCOSX def2/J DEFGRID3
* xyz 1 6
Mn -0.19103 0.18282 -0.47078
O -1.84993 1.68964 0.84202
C -2.74305 1.80173 1.69831
O -2.82944 1.15414 2.80438
B -3.99546 1.70535 3.50591
O -4.59590 2.70616 2.62921
C -4.03995 2.65281 1.53587
O -4.26996 3.44478 0.60354
O -3.51878 2.34888 4.74151
C -3.83773 1.70814 5.76867
O -3.36919 1.84366 6.88660
C -4.74086 0.58487 5.30734
O -4.80818 0.62319 4.04935
O -5.16594 -0.27742 6.11097
C 3.35534 -2.98417 0.88226
O 2.21261 -3.63155 0.20934
C 1.05476 -2.96364 -0.01751
O 0.91289 -1.76561 -0.17489
O 0.15266 -3.79975 -0.30912
C 0.14846 -5.17472 -0.11786
H 4.04082 -3.81737 1.03715
H 3.08108 -2.52900 1.83394
H 3.86767 -2.36763 0.14368
H -0.89292 -5.48006 -0.21984
H 0.66433 -5.67730 0.70030
H 0.71148 -5.58700 -0.95520
C -0.22366 1.79195 4.18218
O 0.44312 0.42226 4.29180
C 0.52742 -0.39727 3.15986
O -0.03061 -0.10982 2.06238
O 1.33819 -1.53178 3.31813
C 2.06995 -1.76534 4.58075
H -1.11716 1.79518 4.80647
H -0.31374 2.19021 3.17155
H 0.47989 2.41775 4.73126
H 2.55845 -0.81715 4.80521
H 2.83997 -2.53682 4.57986
H 1.46263 -2.16347 5.39362
C -2.53321 -3.00171 2.18085
O -3.43943 -2.41521 1.27620
C -2.91740 -1.74900 0.21273
O -1.83188 -1.22624 0.12314
O -3.93734 -1.70353 -0.69864
C -3.77391 -1.26413 -2.01197
H -3.09221 -3.16548 3.10215
H -1.72321 -2.33235 2.47061
H -2.35188 -4.01671 1.82730
H -3.48736 -0.21548 -2.09149
H -4.64108 -1.58094 -2.59140
H -3.00748 -1.86090 -2.50648
C 4.20203 1.73536 1.74929
O 3.06973 1.32685 1.12958
C 1.98944 2.12158 0.86364
O 1.02669 1.76078 0.24738
O 2.13672 3.36406 1.34091
C 1.24039 4.41904 1.07820
H 3.95293 2.01339 2.77338
H 4.47920 2.61644 1.17052
H 5.10071 1.12073 1.69742
H 0.25056 4.19625 0.67983
H 1.72014 5.11752 0.39258
H 1.07367 4.98964 1.99183
C 0.74240 4.63965 -3.35901
O 0.51284 3.37822 -2.57835
C -0.71724 2.76400 -2.30477
O -0.79527 1.72096 -1.69175
O -1.68855 3.50025 -2.82973
C -3.04719 2.97069 -2.65791
H -0.05741 5.02811 -3.98947
H 1.70465 4.61379 -3.87040
H 0.96162 5.33924 -2.55240
H -3.06583 2.52189 -1.66477
H -3.42953 2.13606 -3.24554
H -3.73998 3.79482 -2.82809
C 3.06647 -2.12010 -2.98438
O 3.57150 -0.85040 -2.64246
C 2.77335 0.26025 -2.32192
O 1.59294 0.07125 -1.95242
O 3.51640 1.33108 -2.15264
C 4.89577 1.31594 -2.54862
H 3.77939 -2.77824 -3.48107
H 2.36613 -1.98209 -3.80814
H 2.58952 -2.60787 -2.13425
H 5.63829 0.73988 -1.99643
H 5.19462 2.36409 -2.56204
H 4.96280 0.97398 -3.58142
C -0.45246 -4.12722 -3.49594
O -0.59284 -2.86995 -2.67853
C -0.60295 -1.66587 -3.19238
O -0.78637 -0.70104 -2.48903
O -0.05133 -1.62217 -4.45384
C -0.04892 -0.42177 -5.22064
H -0.90397 -4.94699 -2.93718
H 0.56571 -4.41341 -3.75964
H -1.04767 -3.98313 -4.39764
H -0.09628 -0.57812 -6.29833
H 0.77331 0.13582 -4.77217
H -0.97762 0.13196 -5.08285
*
```

Values from the calculation:
Energy relative to the best compared isomer or geometry (same formula, charge and spin): 153.5 kcal per mole
Max |F|: 7.56 eV Å⁻¹
Orbital gap (alpha / beta): 8.6 / 8.6 eV
HOMO energy (alpha / beta): -10.6647 / -10.6647 eV
LUMO level (alpha / beta): -2.09 / -2.10 eV